1.
ORCA calculation (wB97M-V/def2-TZVPD) on 2 unconnected molecules or ions with the total composition C17H33IO7.

Calculated values
Total charge   0
Highest occupied orbital energy   -8.84 eV
SMILES string   CCCOC(=O)O[C@](CCCI)(CCCCO)CCOC(=O)CC.O
Spin multiplicity   1
Kohn-Sham gap   9.50 eV
E   -1491.946002 Ha

Each line ends with the Löwdin charge.
Geometry (Å):
1 I 2.03 -2.30 3.51  0.80
2 O 1.14 -0.57 0.64  0.01
3 O 3.46 -2.60 -0.31  -0.09
4 O -3.07 0.86 -1.33  0.02
5 O 1.70 1.54 0.25  0.01
6 O -4.05 0.05 0.52  0.08
7 O 0.74 1.00 2.21  0.14
8 O -5.17 -2.13 -1.17  -0.05
9 C -2.13 -0.23 -1.33  -0.13
10 C 1.73 -0.46 -2.25  -0.16
11 C -0.58 -2.21 0.36  -0.11
12 C 1.14 0.68 1.12  -0.61
13 C 3.40 2.63 1.62  -0.21
14 C 0.40 -3.19 1.03  -0.27
15 C -5.03 3.06 -0.16  -0.07
16 C -5.24 1.67 -0.79  -0.13
17 C 3.68 -2.04 -1.60  -0.25
18 C 0.09 -0.99 -0.29  -0.39
19 C -0.92 0.14 -0.47  -0.08
20 C 0.73 -1.43 -1.62  -0.10
21 C -4.08 0.77 -0.46  -0.51
22 C 0.35 -3.22 2.56  -0.62
23 C 3.72 3.93 2.38  -0.09
24 C 3.18 -0.60 -1.76  -0.17
25 C 2.12 2.79 0.80  -0.17
26 H 4.75 -2.06 -1.83  0.11
27 H 3.85 3.74 3.45  0.07
28 H 4.21 2.41 0.92  0.11
29 H -1.36 -1.87 1.06  0.13
30 H 3.83 -0.13 -2.50  0.11
31 H 3.33 -0.06 -0.83  0.10
32 H 2.32 3.43 -0.06  0.13
33 H -1.85 -0.35 -2.38  0.13
34 H 1.17 -2.42 -1.47  0.11
35 H 1.71 -0.55 -3.33  0.11
36 H 0.11 -4.20 0.70  0.11
37 H 4.63 4.39 2.00  0.07
38 H 0.31 -4.25 2.93  0.03
39 H -5.34 1.75 -1.87  0.12
40 H -0.53 -2.71 2.95  0.04
41 H 1.41 -3.03 0.68  0.06
42 H 1.33 3.25 1.39  0.13
43 H 3.27 1.79 2.31  0.11
44 H -4.51 2.96 0.80  0.08
45 H 2.92 4.67 2.26  0.07
46 H -6.12 1.20 -0.36  0.12
47 H -2.64 -1.12 -0.97  0.11
48 H -0.10 -1.58 -2.31  0.12
49 H -4.43 3.70 -0.80  0.08
50 H -0.48 1.03 -0.93  0.13
51 H -1.32 0.44 0.51  0.14
52 H -5.99 3.53 0.04  0.07
53 H 3.17 -2.72 -2.29  0.12
54 H -1.11 -2.74 -0.44  0.12
55 H 3.80 -2.00 0.35  0.08
56 H -5.08 -1.54 -0.40  0.01
57 H 1.38 0.56 -2.03  0.10
58 H -5.98 -2.62 -1.00  0.04

2.
ORCA calculation (wB97M-V/def2-TZVPD) on a molecular structure, C17H33N3OPtSi in a non-equilibrium geometry.

Calculated values
Total charge   -2
Highest occupied orbital energy (alpha / beta)   0.74 / 0.76 eV
Energy above the lowest of the compared OMol25 structures with the same formula, charge and spin   0.0 kJ/mol
Spin multiplicity   1
Kohn-Sham gap (alpha / beta)   4.46 / 4.44 eV
E   -1315.831801 Ha

Each line ends with the Löwdin charge.
Geometry (Å):
1 Pt 0.27 0.45 0.33  0.93
2 Si -1.90 -3.14 -0.54  0.30
3 O -1.03 2.16 -0.05  -0.38
4 N 1.94 0.03 -0.36  -0.29
5 N -1.93 -1.77 0.37  -0.03
6 N -1.11 -0.21 1.91  -0.03
7 C -1.50 -0.50 4.26  -0.11
8 C 3.92 1.37 0.32  -0.10
9 C -3.53 -3.42 -1.48  -0.21
10 C -1.78 -1.40 1.62  -0.45
11 C -1.59 -4.80 0.35  -0.21
12 C -1.78 4.07 -1.25  -0.08
13 C 3.24 0.45 -0.73  -0.83
14 C 3.19 1.21 -2.06  -0.09
15 C -0.43 2.31 -2.39  -0.08
16 C -2.33 -2.13 2.73  -0.06
17 C -0.58 -2.98 -1.87  -0.20
18 C -0.25 1.50 3.36  -0.08
19 C 0.63 3.78 -0.67  -0.08
20 C -2.17 -1.70 4.01  -0.14
21 C -1.00 0.20 3.18  -0.37
22 C -0.66 3.02 -1.04  -0.81
23 C 4.14 -0.79 -0.92  -0.10
24 H 0.44 4.47 0.16  0.07
25 H -0.35 -3.90 -2.43  0.01
26 H 4.96 1.63 0.04  0.05
27 H 3.94 0.85 1.29  0.06
28 H -3.46 -4.29 -2.15  0.01
29 H 1.36 3.04 -0.35  0.02
30 H 0.05 2.97 -3.13  0.06
31 H -2.87 -3.05 2.50  0.08
32 H 4.17 -1.36 0.02  0.06
33 H -4.37 -3.58 -0.80  0.01
34 H -2.56 -2.28 4.84  0.08
35 H -2.69 3.56 -1.58  0.07
36 H -0.83 2.32 2.93  0.07
37 H 5.16 -0.52 -1.21  0.06
38 H -0.04 1.70 4.41  0.06
39 H 3.34 2.28 0.43  0.05
40 H -1.45 -5.63 -0.36  0.00
41 H 4.20 1.47 -2.40  0.06
42 H -0.89 -2.21 -2.59  0.02
43 H 1.04 4.36 -1.51  0.06
44 H -1.39 1.96 -2.80  0.07
45 H -0.69 -4.73 0.97  0.02
46 H 0.20 1.44 -2.21  0.03
47 H 0.34 -2.60 -1.41  0.01
48 H -2.43 -5.06 1.01  0.00
49 H 0.67 1.45 2.78  0.04
50 H 2.60 2.12 -1.93  0.05
51 H 2.70 0.59 -2.81  0.07
52 H -1.49 4.82 -1.99  0.06
53 H -1.36 -0.12 5.27  0.07
54 H 3.70 -1.43 -1.69  0.06
55 H -3.75 -2.54 -2.09  0.01
56 H -1.99 4.56 -0.29  0.06